Entry 1:
Entry from OMol25: the molecule C19H12F2N4OS at a distorted geometry (ωB97M-V/def2-TZVPD).

```
! RIJCOSX wB97M-V def2-TZVPD def2/J DEFGRID3
* xyz 0 1
N 2.31958 -2.62116 -4.98139
C 1.98602 -2.59908 -3.64243
O 2.78309 -3.23684 -3.00755
C 0.80598 -1.91613 -3.09265
C 0.63113 -1.91030 -1.70575
C -0.41295 -1.17170 -1.15077
C -1.27638 -0.41668 -1.95876
C -2.21735 0.55010 -1.33450
N -3.42578 0.83707 -1.83046
N -3.99979 1.76758 -1.00575
C -3.13345 2.10829 -0.08696
C -3.24472 3.06264 1.02739
C -2.18087 3.17902 1.88668
C -0.95947 2.43560 1.67199
S 0.37133 2.81032 2.75742
C 1.05608 1.23002 3.16017
C 0.16666 0.17429 3.52868
C 0.67862 -1.03938 3.93118
C 2.09868 -1.26857 3.99365
F 2.64591 -2.41532 4.49420
C 2.95147 -0.23633 3.59925
C 2.45501 1.01242 3.18821
F 3.32491 1.99945 2.75816
C -0.87187 1.54050 0.58949
N -2.00670 1.35412 -0.21237
C -1.14372 -0.47599 -3.33932
C -0.09556 -1.23141 -3.90246
H 1.79484 -2.09173 -5.65315
H 3.15599 -3.13697 -5.21203
H 1.35805 -2.37994 -1.04077
H -0.47037 -1.14144 -0.07001
H -4.18073 3.57269 1.19938
H -2.29922 3.86043 2.69650
H -0.90888 0.36236 3.55154
H 0.03758 -1.90266 4.22817
H 4.00940 -0.42263 3.55817
H 0.01430 0.94398 0.38543
H -1.82240 0.06625 -3.98819
H 0.00560 -1.25289 -4.99042
*
```

Its SMILES is NC(=O)c1ccc(-c2nnc3ccc(Sc4ccc(F)cc4F)cn23)cc1. Its HOMO-LUMO gap is 8.12 eV. For the HOMO energy, the calculation gives -8.41 eV. Its LUMO energy is -0.3 eV.

Entry 2:
Entry from OMol25: the molecule C19H13Br2N5OS at a distorted geometry (ωB97M-V/def2-TZVPD).

```
! RIJCOSX wB97M-V def2-TZVPD def2/J DEFGRID3
* xyz 0 1
N -0.67621 2.98487 1.25714
C -0.74483 2.07326 0.25492
C -0.13651 2.37407 -0.92856
C 0.60779 3.46398 -1.49128
N 0.91020 3.15756 -2.72615
N 0.49240 1.90057 -3.00928
C -0.12463 1.40835 -1.96955
N -0.72236 0.16075 -1.80951
C -1.30660 -0.08379 -0.69100
S -1.95334 -1.70890 -0.56752
C -0.56494 -2.63162 -1.25505
C 0.75364 -2.48286 -0.47981
O 0.72994 -2.75954 0.71512
C 2.08958 -2.15486 -1.08799
C 3.28771 -2.52697 -0.44524
C 4.51392 -2.10893 -0.97066
C 4.55414 -1.34385 -2.13005
Br 6.25156 -0.82965 -2.79008
C 3.36051 -0.98566 -2.77949
C 2.13733 -1.37295 -2.24049
N -1.43406 0.87246 0.33678
C -2.21930 0.65814 1.49926
C -3.29170 1.55779 1.86842
C -4.00951 1.37947 3.02468
C -3.64920 0.28341 3.84624
Br -4.54404 0.04435 5.48789
C -2.61393 -0.56899 3.52783
C -1.90098 -0.40539 2.34215
H -1.01781 2.65008 2.14225
H 0.22728 3.49374 1.27208
H 0.77412 4.44221 -1.03566
H -0.43522 -2.33920 -2.31359
H -0.78901 -3.68351 -1.22957
H 3.22379 -3.10909 0.47837
H 5.43142 -2.37390 -0.41465
H 3.40138 -0.31591 -3.63005
H 1.22079 -1.07562 -2.81073
H -3.50908 2.40779 1.23321
H -4.85485 1.97737 3.23663
H -2.35606 -1.33878 4.22475
H -1.11336 -1.09022 2.05823
*
```

Its SMILES is Nc1c2cnnc-2nc(SCC(=O)c2ccc(Br)cc2)n1-c1ccc(Br)cc1. Its HOMO-LUMO gap is 8.34 eV. For the HOMO energy, the calculation gives -8.57 eV. Its LUMO energy is -0.2 eV.

Entry 3:
Entry from OMol25: a structure of composition C19H13BrMoN3O4Se4 (ωB97M-V/def2-TZVPD).

```
! RIJCOSX wB97M-V def2-TZVPD def2/J DEFGRID3
* xyz 3 1
Mo -0.03840 -0.00905 0.30018
Br -1.21543 -4.13526 6.38119
C -0.85166 -2.76518 5.17844
C -0.26865 -3.05285 3.94910
C -0.00638 -2.02765 3.05682
C -0.32009 -0.71023 3.38274
C -0.90004 -0.42237 4.61607
C -1.16328 -1.44520 5.50673
N -0.02172 0.31563 2.42236
C 0.19930 1.52539 2.80396
C 0.51243 2.53962 1.82150
C 0.91710 3.80879 2.16979
C 1.32214 4.68148 1.15943
C 1.30993 4.23537 -0.14719
C 0.86446 2.94888 -0.42416
N 0.45162 2.11247 0.53454
H -0.00442 -4.07221 3.70005
H 0.50808 -2.27017 2.13601
H -1.19563 0.57995 4.90024
H -1.62274 -1.21968 6.45913
H 0.20473 1.79123 3.85525
H 0.93299 4.10792 3.20983
H 1.65208 5.68403 1.39992
H 1.63330 4.87073 -0.96018
H 0.84276 2.58037 -1.43962
O 2.00243 0.08969 0.08859
C 2.93106 -0.74604 -0.07862
C 2.72856 -2.12439 -0.27184
C 3.82185 -2.99673 -0.42089
C 3.55875 -4.32184 -0.62210
C 2.26079 -4.81961 -0.69856
C 1.17690 -3.96748 -0.56702
C 1.41951 -2.62298 -0.34836
O 0.37800 -1.77223 -0.21893
N 4.69935 -5.26452 -0.77058
O 5.80265 -4.77224 -0.74155
O 4.41378 -6.42522 -0.93765
H 3.94448 -0.34186 -0.08245
H 4.84549 -2.64356 -0.38171
H 2.12189 -5.88001 -0.86782
H 0.16453 -4.33680 -0.64132
Se -1.59576 1.24177 -1.25152
Se -2.91756 -0.29660 -2.36853
Se -3.70910 -1.52445 -0.65171
Se -2.41116 -1.14982 1.06433
*
```

Its HOMO-LUMO gap (spin up / spin down) is 3.61 / 3.61 eV. For the HOMO energy (spin up / spin down), the calculation gives -16.59 / -16.59 eV. Its LUMO energy (spin up / spin down) is -13.0 / -13.0 eV.